Density functional theory data (wB97M-V/def2-TZVPD) for C28H43Be2BrClF2N3Na2O17S3Si2 as an isolated structure.

Computed properties:
Charge: +2
Electronic energy (hartree): -7896.2689

```
104
Properties=species:S:1:pos:R:3:forces:R:3:mulliken_charge:R:1
C 3.814674 4.712588 1.707375 -1.2986 -0.3344 -1.2852 -1.426
S 4.541095 5.581082 0.323340 0.5032 1.2245 1.4456 1.822
O 5.938190 5.740163 0.558633 1.1555 -1.2583 -0.1395 -0.646
O 3.847699 6.806354 0.177537 -1.4397 0.4692 -0.7997 -0.707
C 4.304182 4.551374 -1.184423 -0.7656 0.4739 0.6358 0.479
C 2.783350 4.308433 -1.279542 0.9339 -0.7588 -0.7012 -1.860
C 2.197746 4.017986 -2.675404 0.0947 0.2829 0.7091 -0.682
C 0.914291 3.210820 -2.477463 0.7287 0.4325 -0.1851 -1.406
S 1.289989 1.483003 -2.527983 -1.7705 -0.8847 -1.7520 1.239
O 2.428029 1.193100 -3.303052 1.3979 0.9889 -1.0699 -0.625
O 0.116455 0.829535 -3.027442 -1.1069 -0.0561 0.7190 -0.599
O 1.528450 1.123718 -1.045394 -0.9305 0.3235 0.8615 -0.101
C 4.942376 5.354920 -2.318042 1.0012 0.2361 0.5103 -1.345
O 5.133016 4.648384 -3.512477 -0.8629 -0.4958 0.2096 -0.330
C 5.750426 3.388239 -3.343153 0.2724 0.0433 -0.4464 -0.716
C 5.200098 2.540100 -2.205421 -0.0878 -1.1846 -0.9425 0.487
S 6.303385 1.143169 -1.822926 -0.2047 1.0410 2.2568 1.424
O 7.624224 1.619332 -1.731033 1.0066 0.3112 -1.2245 -0.605
O 5.764146 0.641168 -0.622016 -0.1293 -0.8569 1.1904 -0.543
F 6.126354 0.109683 -2.911389 -0.0804 -0.0278 -0.8960 -0.149
N 5.091160 3.288365 -0.925686 0.2006 0.5823 -0.4129 -0.169
H 4.065850 5.240722 2.618245 0.1369 0.2874 -0.0225 0.486
H 2.732218 4.683319 1.576413 -0.0792 0.2622 -0.0114 0.274
H 4.162142 3.690076 1.758599 0.0979 -0.1565 0.0989 0.458
H 2.582215 3.431283 -0.659996 -0.2544 0.1588 0.3209 0.575
H 2.299379 5.200401 -0.893836 -0.1235 -0.0261 0.2806 0.763
H 2.022770 4.952212 -3.197644 -0.2266 0.1095 -0.0575 0.631
H 2.867942 3.450089 -3.305027 0.0923 -0.0780 -0.1183 0.449
H 0.243542 3.401305 -3.305962 -0.3025 -0.2559 -0.0269 0.534
H 0.441677 3.391160 -1.512899 -0.1661 0.2016 -0.0570 0.380
H 2.141877 0.319079 -1.085534 1.2056 0.5785 -0.8113 -0.042
H 4.330456 6.235209 -2.477458 -0.1732 0.0165 -0.3473 0.502
H 5.907863 5.720475 -1.949019 0.1175 0.0458 -0.0052 0.619
H 5.546743 2.819534 -4.247213 -0.0749 -0.0011 -0.1740 0.400
H 6.837544 3.473986 -3.298080 0.1183 0.2367 0.3823 0.450
H 4.241341 2.063274 -2.435940 -0.0748 0.0678 0.1359 -0.776
H 6.042762 3.523680 -0.596868 -0.0485 0.2507 0.1267 0.666
H 4.649192 2.752908 -0.172866 0.0637 -0.4911 -0.2751 0.539
F 3.604695 0.115375 -1.579482 -0.1397 -0.7221 -0.1990 -0.655
C 3.079715 -0.990666 0.458855 2.1014 -2.9181 1.1029 -0.815
Si 1.789580 -2.313656 0.537404 -3.9291 1.1666 1.7363 -0.418
C 2.892634 -3.871387 0.475433 1.7230 0.8292 -0.3302 0.316
C 0.741104 -2.174433 -1.007180 0.9517 -0.3293 -0.6243 -0.592
N 0.879978 -2.187031 1.928353 -0.4849 -1.3127 -0.9293 0.097
Si -0.385667 -3.306539 2.316182 4.0720 0.5772 2.4904 -0.160
C 0.227891 -5.066369 2.488506 -0.4684 0.1900 -0.6371 -0.554
C -1.778914 -3.283068 1.037466 -3.6928 0.3006 -1.9106 -0.298
C -1.147463 -2.825258 3.953449 -0.8569 0.1281 -0.5719 -1.063
H 3.674442 -1.132677 -0.496529 0.3673 0.6951 -0.5646 0.131
H 2.700813 0.025491 0.435324 0.6627 -0.1031 0.4791 0.766
H 3.782900 -1.067530 1.337607 -0.0759 0.2664 0.5863 0.343
H 3.651345 -3.781062 -0.382857 0.0435 -0.8740 -0.6199 0.040
H 2.341566 -4.796777 0.291985 0.3931 -0.0784 0.0164 0.708
H 3.452695 -3.998509 1.427837 0.0592 -0.4114 0.5274 -0.048
H 0.082893 -1.307529 -0.943704 0.1105 0.0177 0.2021 -0.410
H 0.134484 -3.066472 -1.159047 0.0047 -0.0666 -0.0391 0.632
H 1.374398 -2.054007 -1.894089 -0.2321 0.0209 -0.1651 0.736
H 0.493535 -5.507660 1.522596 -0.0531 -0.2011 0.0363 0.270
H -0.566565 -5.676440 2.914719 -0.0577 -0.3587 0.0030 -0.010
H 1.094554 -5.124771 3.149839 -0.0564 0.1995 0.0490 0.300
H -2.104991 -2.259244 0.834995 1.0289 0.6260 1.3061 0.066
H -2.631037 -3.844163 1.426990 0.4524 -0.2956 1.0845 0.563
H -1.482094 -3.748743 0.095227 1.8520 -0.8142 0.1140 0.127
H -1.572109 -1.819874 3.909961 0.0391 0.0536 0.1084 0.273
H -0.406508 -2.855704 4.753306 0.1493 -0.0546 -0.2175 0.309
H -1.949431 -3.521839 4.207452 0.0068 -0.0415 0.1010 0.379
Be 4.286606 -2.690139 0.522203 -2.8664 1.6491 -0.1485 0.012
C -5.234702 2.055626 2.775394 -0.0435 0.0392 -0.0261 -0.822
C -6.491548 1.473241 2.624177 0.0688 0.0024 0.0413 -0.777
C -6.714873 0.537512 1.621718 -0.0045 0.0163 0.1201 -1.777
C -5.688594 0.187331 0.758545 0.1044 0.0864 0.0054 0.352
C -4.435115 0.790432 0.889111 0.2040 0.0067 -0.1673 1.166
C -4.207341 1.718769 1.910013 -0.1734 0.0391 -0.0895 -0.589
C -3.348837 0.451560 -0.061660 -0.1743 -1.1174 0.4740 0.163
O -2.236342 0.975798 0.054884 0.6623 -2.1113 0.6476 -0.952
C -3.604991 -0.506450 -1.142688 0.0295 0.8109 -0.7498 -0.092
C -2.590993 -0.770896 -2.076755 -0.1551 0.4430 -0.5987 0.409
C -2.804780 -1.674235 -3.116107 0.1405 0.8609 -0.0167 -0.623
C -4.013793 -2.344090 -3.220218 -0.6403 0.3123 0.5200 -0.745
C -5.043385 -2.092666 -2.277719 0.5221 0.3632 -0.0764 -0.529
C -4.834685 -1.151950 -1.248897 -0.3873 0.3348 -0.8344 0.434
C -5.936384 -0.835283 -0.295784 -0.2904 -0.3199 -0.1991 -0.011
O -7.000207 -1.397497 -0.379029 0.0074 -0.0476 0.1378 -0.603
H -5.062982 2.774925 3.564211 -0.0117 0.0006 0.0138 0.456
H -7.300873 1.747711 3.289668 -0.0417 0.0017 -0.0359 0.583
H -7.697812 0.089661 1.514007 -0.1357 0.2640 -0.2550 1.336
H -3.232438 2.176889 2.029589 0.0637 -0.1351 0.0923 0.528
H -1.636186 -0.261444 -2.007284 -0.0789 -0.0002 0.0044 0.479
H -2.020137 -1.857648 -3.836374 0.0454 0.0111 -0.0032 0.538
H -4.180800 -3.049323 -4.022574 -0.0466 -0.0626 0.0305 0.431
H -5.997958 -2.596268 -2.364875 0.0002 0.0098 0.1276 0.593
N -10.472645 -1.048834 2.130416 -0.4795 -0.3088 -0.2633 1.149
O -10.194472 -2.270249 2.244107 0.7874 0.3476 0.2434 -0.701
O -11.445663 -0.675410 1.522811 -0.0307 0.1530 0.0367 -0.571
O -9.684805 -0.190751 2.675283 0.5536 0.1417 0.0024 -0.754
Na -7.963575 -1.488735 3.053270 -0.7456 -0.6957 0.1966 0.908
Br -3.108726 -3.190323 -0.698778 -0.6300 -2.9040 0.1972 0.458
O -2.886858 -7.070766 4.144030 -0.0800 0.6857 0.1817 -0.664
Cl -2.417015 -8.130923 3.288703 -0.3597 -0.6308 0.0368 1.668
O -1.117359 -8.553604 3.725619 0.5225 0.0422 0.0568 -0.633
O -2.323739 -7.636617 1.929296 0.1685 0.5279 -0.4991 -0.654
O -3.334471 -9.229233 3.325684 -0.0522 -0.0114 0.0015 -0.664
Na -2.754958 2.675155 -0.504074 -0.5177 3.3884 -1.0180 0.940
Be 6.004143 3.859042 2.950522 1.1680 -0.4418 0.5571 0.072
```
Positions in Å, forces in eV/Å.